Arrangement w

DFT (ωB97M-V/def2-TZVPD) results for the molecule C20H22N2O4.

CARTESIAN COORDINATES (ANGSTROEM)
1 C -2.30 -0.60 -4.10
2 C -1.28 -0.77 -2.95
3 C -2.14 -0.93 -1.69
4 C -0.44 -2.03 -3.21
5 C -0.43 0.48 -2.71
6 O -0.98 1.57 -2.52
7 N 0.94 0.41 -2.62
8 C 1.82 1.48 -2.19
9 C 2.46 1.06 -0.82
10 C 3.56 1.94 -0.20
11 C 4.29 1.12 0.65
12 C 3.63 -0.25 0.58
13 O 3.21 -0.20 -0.79
14 C 2.29 -0.14 1.17
15 C 1.56 0.70 0.30
16 C 0.30 0.85 0.83
17 O -0.63 1.71 0.27
18 N 0.24 0.01 1.98
19 C -0.85 0.01 2.86
20 C -2.16 -0.04 2.38
21 C -3.24 0.01 3.28
22 C -2.98 0.08 4.66
23 C -1.67 0.15 5.15
24 C -0.60 0.12 4.21
25 C 1.50 -0.64 2.14
26 O 1.86 -1.55 3.08
27 H -2.94 -1.48 -4.20
28 H -1.78 -0.55 -5.09
29 H -2.93 0.26 -3.99
30 H -2.61 -0.02 -1.33
31 H -1.49 -1.27 -0.86
32 H -2.91 -1.71 -1.87
33 H 0.12 -1.99 -4.14
34 H 0.24 -2.23 -2.39
35 H -1.09 -2.90 -3.22
36 H 1.30 -0.55 -2.54
37 H 2.64 1.71 -2.89
38 H 1.37 2.45 -2.10
39 H 3.72 3.01 -0.39
40 H 5.15 1.38 1.23
41 H 4.25 -1.12 0.86
42 H -0.59 1.80 -0.71
43 H -2.34 -0.05 1.32
44 H -4.25 -0.06 2.85
45 H -3.86 0.12 5.31
46 H -1.51 0.20 6.21
47 H 0.44 0.21 4.55
48 H 1.11 -1.79 3.62

## Properties
**Charge**: 0
**HOMO level**: -7.287 eV
**SMILES**: CC(C)(C)C(=O)NC[C@]12C=C[C@H](O1)c1c2c(O)n(-c2ccccc2)c1O

***

Arrangement x

DFT (ωB97M-V/def2-TZVPD) results for the molecule C20H22N2O4.

CARTESIAN COORDINATES (ANGSTROEM)
1 C -4.36 -2.83 0.44
2 C -2.91 -3.08 0.21
3 C -2.25 -4.15 -0.31
4 C -0.88 -3.82 -0.28
5 C -0.80 -2.55 0.25
6 C 0.37 -1.78 0.54
7 C 0.40 -0.46 0.86
8 N -0.72 0.37 0.79
9 C -1.54 0.47 -0.30
10 O -1.46 -0.25 -1.28
11 C -2.59 1.53 -0.18
12 C -3.81 1.29 -0.82
13 C -4.82 2.23 -0.75
14 C -4.63 3.41 -0.06
15 C -3.41 3.67 0.55
16 C -2.39 2.73 0.49
17 C 1.58 0.29 1.36
18 O 1.44 1.42 1.80
19 N 2.77 -0.34 1.33
20 C 4.02 0.32 1.62
21 C 4.80 0.59 0.33
22 C 4.15 1.67 -0.56
23 C 4.34 1.11 -1.97
24 C 4.25 -0.39 -1.71
25 O 4.87 -0.60 -0.45
26 O -2.04 -2.12 0.56
27 H -4.67 -1.93 -0.09
28 H -4.55 -2.67 1.50
29 H -4.94 -3.68 0.09
30 H -2.69 -5.06 -0.67
31 H -0.06 -4.43 -0.61
32 H 1.28 -2.35 0.51
33 H -0.65 1.17 1.41
34 H -3.93 0.37 -1.36
35 H -5.77 2.03 -1.23
36 H -5.42 4.14 -0.01
37 H -3.25 4.60 1.07
38 H -1.44 2.96 0.95
39 H 2.87 -1.22 0.84
40 H 4.61 -0.31 2.28
41 H 3.79 1.26 2.13
42 H 5.83 0.88 0.59
43 H 3.08 1.74 -0.32
44 H 4.60 2.64 -0.41
45 H 5.33 1.37 -2.35
46 H 3.59 1.46 -2.67
47 H 3.20 -0.71 -1.68
48 H 4.79 -0.99 -2.44

## Properties
**Charge**: 0
**HOMO level**: -7.628 eV
**SMILES**: Cc1ccc(/C=C(\NC(=O)c2ccccc2)C(=O)NC[C@@H]2CCCO2)o1

***

The energy of each structure relative to the most stable one, in hartree, is as follows: arrangement w 0.1033; arrangement x 0.0000.

***

Arrangement w

DFT (ωB97M-V/def2-TZVPD) results for a cluster of 2 separate species, C3H10NO in total.

CARTESIAN COORDINATES (ANGSTROEM)
1 O -0.17 2.42 0.37
2 C -0.31 1.33 0.84
3 C -1.27 0.35 0.13
4 N -0.97 0.47 -1.33
5 H 0.14 1.00 1.78
6 H -1.12 -0.66 0.48
7 H -2.30 0.68 0.27
8 H -1.76 0.20 -1.91
9 H -0.74 1.45 -1.52
10 H -0.15 -0.08 -1.61
11 C 1.71 -1.43 0.51
12 H 0.77 -1.96 0.42
13 H 1.58 -0.35 0.48
14 H 2.34 -1.72 -0.33
15 H 2.23 -1.71 1.42

## Properties
**Charge**: +1
**HOMO level**: -15.379 eV

***

Arrangement x

DFT (ωB97M-V/def2-TZVPD) results for a cluster of 2 separate species, C3H10NO in total.

CARTESIAN COORDINATES (ANGSTROEM)
1 C -0.30 1.45 -1.47
2 C 0.32 0.83 -0.22
3 C 0.03 -1.56 -0.81
4 N -0.06 -0.65 0.04
5 H 0.23 1.13 -2.42
6 H -1.32 1.15 -1.68
7 H -0.29 2.52 -1.54
8 H 1.38 0.78 -0.10
9 H -0.08 1.39 0.67
10 H 0.02 -2.62 -0.57
11 H -0.01 -1.35 -1.80
12 H -0.38 -0.82 1.09
13 H 0.77 -1.37 3.06
14 H -0.49 -0.16 3.11
15 O 0.18 -0.72 2.63

## Properties
**Charge**: +1
**HOMO level**: -16.328 eV

***

The energy of each structure relative to the most stable one, in hartree, is as follows: arrangement w 0.0000; arrangement x 0.0143.

***

Arrangement w

DFT (ωB97M-V/def2-TZVPD) results for a cluster of 2 separate species, C3H10NO in total.

CARTESIAN COORDINATES (ANGSTROEM)
1 C 2.52 -1.37 -0.79
2 N 1.02 -1.33 -0.64
3 H 2.72 -1.10 -1.83
4 H 3.00 -0.61 -0.18
5 H 2.86 -2.36 -0.53
6 H 0.69 -2.09 -1.22
7 H 0.64 -0.47 -1.03
8 H 0.59 -1.36 0.28
9 O -0.74 0.49 0.12
10 C -1.26 1.53 0.47
11 C -2.62 1.56 1.08
12 H -0.69 2.47 0.39
13 H -2.41 1.46 2.15
14 H -3.17 0.70 0.76
15 H -3.14 2.49 0.97

## Properties
**Charge**: +1
**HOMO level**: -14.149 eV

***

Arrangement x

DFT (ωB97M-V/def2-TZVPD) results for a cluster of 2 separate species, C3H10NO in total.

CARTESIAN COORDINATES (ANGSTROEM)
1 C 2.01 1.06 -1.71
2 C 1.38 0.56 -0.35
3 C 0.11 0.18 -0.20
4 N -0.32 -0.91 0.77
5 H 3.07 0.59 -1.82
6 H 1.55 0.56 -2.55
7 H 2.10 2.08 -1.77
8 H 2.18 0.69 0.43
9 H -0.75 0.71 -0.47
10 H 0.29 -0.91 1.62
11 H -1.40 -1.01 1.06
12 H -0.23 -1.80 0.37
13 H -3.08 -0.26 2.20
14 H -3.93 -0.81 1.10
15 O -2.97 -0.73 1.33

## Properties
**Charge**: +1
**HOMO level**: -13.873 eV

***

The energy of each structure relative to the most stable one, in hartree, is as follows: arrangement w 0.0000; arrangement x 0.0720.